[1]
{"formula": "C5H7NO", "method": "the ωB97M-V functional and the def2-TZVPD basis", "symbols": ["C", "C", "C", "C", "N", "C", "O", "H", "H", "H", "H", "H", "H", "H"], "xyz": [[2.452, -0.207, 0.086], [0.945, -0.137, 0.023], [-0.019, -1.100, -0.214], [-1.176, -0.317, -0.028], [-2.466, -0.730, -0.040], [-0.861, 1.128, -0.072], [0.506, 1.177, 0.173], [2.869, 0.492, -0.648], [2.805, -1.208, -0.161], [2.892, 0.071, 1.055], [-2.487, -1.743, 0.007], [-3.035, -0.277, 0.665], [-1.091, 0.967, -1.167], [-1.396, 2.011, 0.303]], "mulliken_charge": [-1.092, 1.011, -1.608, 0.715, -0.477, -0.322, -0.360, 0.283, 0.327, 0.277, 0.319, 0.280, 0.205, 0.441], "e_above_lowest_kcal_mol": 80.0, "mol_weight_g_mol": 97.1, "fmax_ev_per_a": 1.55, "e_homo_ev": -7.811, "total_energy_ha": -324.59692, "orbital_gap_ev": 8.4, "e_lumo_ev": 0.573, "smiles": "CC1=C=C(N)CO1"}

---

[2]
{"formula": "C5H7NO", "method": "the ωB97M-V functional and the def2-TZVPD basis", "symbols": ["C", "C", "O", "C", "C", "C", "N", "H", "H", "H", "H", "H", "H", "H"], "xyz": [[-0.151, 1.636, -1.127], [0.181, 0.840, -0.100], [0.579, 1.498, 1.018], [0.294, -0.668, -0.057], [-0.038, -1.329, 1.285], [-0.501, -1.231, -1.156], [-1.144, -1.675, -2.008], [0.422, 2.557, -1.213], [-0.815, 1.382, -1.931], [0.165, 2.343, 0.736], [1.351, -0.882, -0.292], [-1.091, -1.185, 1.539], [0.168, -2.402, 1.238], [0.581, -0.885, 2.068]], "mulliken_charge": [-1.200, 0.373, -0.494, 0.863, -1.323, 0.048, -0.447, 0.315, 0.294, 0.368, 0.147, 0.330, 0.378, 0.349], "e_above_lowest_kcal_mol": 41.5, "mol_weight_g_mol": 97.1, "fmax_ev_per_a": 1.56, "e_homo_ev": -9.209, "total_energy_ha": -324.65834, "orbital_gap_ev": 9.9, "e_lumo_ev": 0.735, "smiles": "C=C(O)[C@@H](C)C#N"}

---

[3]
{"formula": "C5H7NO", "method": "the ωB97M-V functional and the def2-TZVPD basis", "symbols": ["C", "N", "C", "C", "C", "C", "O", "H", "H", "H", "H", "H", "H", "H"], "xyz": [[-0.113, -0.458, 1.770], [-0.593, -1.324, -0.654], [0.651, 0.347, -0.632], [-0.363, -0.264, 0.327], [-0.395, -0.189, -1.540], [-0.639, 1.061, -0.401], [1.753, 1.187, -0.656], [2.423, 0.804, -1.247], [-1.543, -1.690, -0.649], [-0.529, -0.043, -2.597], [-0.495, 2.102, -0.183], [0.192, 0.476, 2.248], [-1.022, -0.810, 2.269], [0.672, -1.201, 1.944]], "mulliken_charge": [-1.247, -0.533, 0.736, 0.461, -0.471, -0.751, -0.529, 0.338, 0.230, 0.426, 0.406, 0.292, 0.348, 0.293], "e_above_lowest_kcal_mol": 130.8, "mol_weight_g_mol": 97.1, "fmax_ev_per_a": 4.49, "e_homo_ev": -8.340, "total_energy_ha": -324.51601, "orbital_gap_ev": 9.2, "e_lumo_ev": 0.822}

---

[4]
{"formula": "C5H7NO", "method": "the ωB97M-V functional and the def2-TZVPD basis", "symbols": ["O", "C", "C", "N", "C", "C", "C", "H", "H", "H", "H", "H", "H", "H"], "xyz": [[1.097, -2.171, -0.774], [0.634, -1.169, -0.302], [1.251, 0.003, 0.606], [0.146, 0.971, 0.538], [-0.278, 0.941, -0.871], [-0.712, -0.520, -0.615], [-0.989, 0.006, 0.809], [2.213, 0.276, 0.156], [1.345, 0.101, 1.686], [0.544, 1.174, -1.553], [-1.096, 1.655, -0.984], [-1.411, -1.067, -1.245], [-1.907, 0.572, 0.936], [-0.874, -0.708, 1.642]], "mulliken_charge": [-0.548, 0.478, -0.528, -0.456, -0.409, -0.257, -0.463, 0.311, 0.315, 0.290, 0.264, 0.446, 0.288, 0.268], "e_above_lowest_kcal_mol": 58.6, "mol_weight_g_mol": 97.1, "fmax_ev_per_a": 1.99, "e_homo_ev": -8.852, "total_energy_ha": -324.63107, "orbital_gap_ev": 9.8, "e_lumo_ev": 0.938}

---

[5]
{"formula": "C5H7NO", "method": "the ωB97M-V functional and the def2-TZVPD basis", "symbols": ["C", "C", "C", "N", "C", "C", "O", "H", "H", "H", "H", "H", "H", "H"], "xyz": [[-0.928, -1.173, 0.320], [-0.583, 0.312, 0.140], [-1.631, 0.991, -0.637], [-2.458, 1.515, -1.253], [0.788, 0.502, -0.529], [1.917, 0.158, 0.430], [1.892, 0.449, 1.603], [-1.906, -1.297, 0.793], [-0.178, -1.653, 0.957], [-0.946, -1.685, -0.647], [-0.535, 0.796, 1.123], [0.862, -0.085, -1.451], [0.918, 1.547, -0.840], [2.786, -0.377, -0.008]], "mulliken_charge": [-1.317, 0.531, 0.012, -0.444, -0.699, -0.035, -0.463, 0.357, 0.370, 0.344, 0.270, 0.368, 0.374, 0.332], "e_above_lowest_kcal_mol": 17.6, "mol_weight_g_mol": 97.1, "fmax_ev_per_a": 1.12, "e_homo_ev": -10.495, "total_energy_ha": -324.69642, "orbital_gap_ev": 11.1, "e_lumo_ev": 0.574, "smiles": "C[C@H](C#N)CC=O"}

---

[6]
{"formula": "C5H7NO", "method": "the ωB97M-V functional and the def2-TZVPD basis", "symbols": ["C", "C", "C", "N", "C", "C", "H", "H", "H", "H", "H", "O", "H", "H"], "xyz": [[-2.319, 0.056, -0.103], [-1.540, 1.190, -0.102], [-0.284, 1.127, 0.076], [0.329, -0.048, -0.078], [-0.387, -1.227, 0.075], [-1.757, -1.190, -0.024], [-3.385, -0.046, -0.220], [-2.005, 2.170, -0.018], [0.297, 1.983, 0.199], [-0.031, -2.186, 0.078], [-2.335, -2.037, -0.105], [4.858, -0.111, -0.143], [4.664, 0.194, 0.965], [3.895, 0.124, -0.600]], "mulliken_charge": [-0.132, -0.441, -0.162, -0.436, -0.314, -0.355, 0.332, 0.300, 0.407, 0.383, 0.423, -0.691, 0.338, 0.349], "e_above_lowest_kcal_mol": 62.0, "mol_weight_g_mol": 97.1, "fmax_ev_per_a": 7.65, "e_homo_ev": -9.581, "total_energy_ha": -324.62569, "orbital_gap_ev": 10.3, "e_lumo_ev": 0.697, "smiles": "c1ccncc1.O"}

---

[7]
{"formula": "C5H7NO", "method": "the ωB97M-V functional and the def2-TZVPD basis", "symbols": ["H", "N", "C", "C", "C", "C", "H", "H", "H", "H", "C", "O", "H", "H"], "xyz": [[0.429, -0.583, 1.175], [0.789, -0.339, 0.246], [-0.095, 0.256, -0.434], [-1.505, 0.608, 0.006], [-1.768, 0.232, 1.396], [-1.898, -0.105, 2.544], [0.174, 0.566, -1.450], [-1.651, 1.688, -0.131], [-2.218, 0.118, -0.668], [-2.032, -0.395, 3.564], [2.903, 0.044, -1.273], [2.455, -0.004, -2.393], [3.348, -0.832, -0.768], [2.924, 0.984, -0.689]], "mulliken_charge": [0.196, -0.537, -0.076, -0.491, -0.649, 0.272, 0.368, 0.277, 0.275, 0.402, -0.078, -0.446, 0.221, 0.264], "e_above_lowest_kcal_mol": 77.2, "mol_weight_g_mol": 97.1, "fmax_ev_per_a": 0.53, "e_homo_ev": -9.632, "total_energy_ha": -324.60138, "orbital_gap_ev": 10.5, "e_lumo_ev": 0.885, "smiles": "[H]/N=C\\CC#C.C=O"}

---

[8]
{"formula": "C5H7NO", "method": "the ωB97M-V functional and the def2-TZVPD basis", "symbols": ["C", "C", "C", "N", "C", "C", "O", "H", "H", "H", "H", "H", "H", "H"], "xyz": [[0.453, 1.022, -1.287], [0.476, -0.154, -0.301], [0.720, -1.414, -1.019], [0.901, -2.403, -1.591], [-0.810, -0.245, 0.542], [-0.566, -0.071, 2.025], [0.515, 0.133, 2.522], [1.377, 1.066, -1.870], [0.349, 1.961, -0.734], [-0.388, 0.932, -1.983], [1.312, -0.018, 0.397], [-1.530, 0.530, 0.242], [-1.334, -1.198, 0.402], [-1.475, -0.141, 2.656]], "mulliken_charge": [-1.558, 0.782, 0.003, -0.444, -0.912, 0.101, -0.476, 0.398, 0.387, 0.365, 0.279, 0.338, 0.394, 0.343], "e_above_lowest_kcal_mol": 18.3, "mol_weight_g_mol": 97.1, "fmax_ev_per_a": 1.10, "e_homo_ev": -10.505, "total_energy_ha": -324.69533, "orbital_gap_ev": 11.3, "e_lumo_ev": 0.750, "smiles": "C[C@H](C#N)CC=O"}

---

[9]
{"formula": "C5H7NO", "method": "the ωB97M-V functional and the def2-TZVPD basis", "symbols": ["H", "N", "C", "O", "C", "C", "C", "C", "H", "H", "H", "H", "H", "H"], "xyz": [[-2.749, 0.087, 1.551], [-1.777, -0.104, 1.787], [-0.953, -0.169, 0.843], [-1.247, 0.079, -0.642], [-0.151, -0.497, -1.399], [1.039, -0.275, -0.496], [0.888, 1.053, 0.147], [0.524, -0.225, 0.904], [0.039, -0.035, -2.387], [-0.386, -1.549, -1.552], [2.001, -0.729, -0.694], [-0.085, 1.421, -0.284], [1.750, 1.606, 0.506], [1.106, -0.663, 1.717]], "mulliken_charge": [0.274, -0.685, 0.485, -0.473, -0.440, -0.171, -0.691, -0.258, 0.300, 0.296, 0.406, 0.262, 0.292, 0.403], "e_above_lowest_kcal_mol": 53.8, "mol_weight_g_mol": 97.1, "fmax_ev_per_a": 2.49, "e_homo_ev": -9.806, "total_energy_ha": -324.63873, "orbital_gap_ev": 10.9, "e_lumo_ev": 1.084, "smiles": "[H]/N=C1\\OC[C@H]2C[C@@H]12"}

---

[10]
{"formula": "C5H7NO", "method": "the ωB97M-V functional and the def2-TZVPD basis", "symbols": ["H", "N", "C", "C", "C", "C", "C", "O", "H", "H", "H", "H", "H", "H"], "xyz": [[1.986, -1.451, 1.179], [1.378, -0.925, 0.554], [1.677, 0.312, 0.524], [0.915, 1.244, -0.329], [-0.193, 0.872, -0.976], [-0.847, -0.483, -0.849], [-1.631, -0.687, 0.431], [-0.854, -1.270, -1.767], [2.503, 0.745, 1.104], [1.297, 2.258, -0.433], [-0.703, 1.570, -1.638], [-2.648, -0.310, 0.261], [-1.193, -0.125, 1.259], [-1.685, -1.749, 0.680]], "mulliken_charge": [0.229, -0.509, -0.016, -0.355, -0.390, 0.579, -0.994, -0.555, 0.378, 0.339, 0.369, 0.343, 0.326, 0.257], "e_above_lowest_kcal_mol": 33.9, "mol_weight_g_mol": 97.1, "fmax_ev_per_a": 0.44, "e_homo_ev": -9.482, "total_energy_ha": -324.67046, "orbital_gap_ev": 9.7, "e_lumo_ev": 0.206, "smiles": "[H]/N=C/C=C\\C(C)=O"}

---

[11]
{"formula": "C5H7NO", "method": "the ωB97M-V functional and the def2-TZVPD basis", "symbols": ["C", "C", "C", "N", "C", "O", "C", "H", "H", "H", "H", "H", "H", "H"], "xyz": [[-1.815, 0.576, -0.159], [-0.366, 0.252, -0.018], [0.660, 1.106, 0.086], [1.941, 0.437, 0.113], [1.537, -0.876, 0.645], [2.145, -1.538, 1.426], [0.261, -1.112, -0.141], [-1.958, 1.659, -0.153], [-2.434, 0.150, 0.638], [-2.199, 0.190, -1.109], [0.630, 2.189, 0.089], [2.050, 0.087, -0.883], [-0.327, -2.010, 0.024], [0.769, -1.121, -1.158]], "mulliken_charge": [-1.179, 0.774, -0.539, -0.541, 0.344, -0.492, -0.599, 0.326, 0.290, 0.293, 0.412, 0.319, 0.385, 0.208], "e_above_lowest_kcal_mol": 37.1, "mol_weight_g_mol": 97.1, "fmax_ev_per_a": 1.53, "e_homo_ev": -9.314, "total_energy_ha": -324.66527, "orbital_gap_ev": 9.9, "e_lumo_ev": 0.635, "smiles": "CC1=CNC(=O)C1"}

---

[12]
{"formula": "C5H7NO", "method": "the ωB97M-V functional and the def2-TZVPD basis", "symbols": ["C", "C", "C", "N", "C", "C", "O", "H", "H", "H", "H", "H", "H", "H"], "xyz": [[2.492, 1.012, 0.178], [1.407, 0.686, -0.805], [0.531, -0.278, -0.680], [-0.379, -1.067, -0.656], [-1.756, -0.547, -0.483], [-2.331, -0.923, 0.852], [-2.366, -0.171, -1.443], [2.706, 2.086, 0.158], [2.208, 0.734, 1.201], [3.412, 0.491, -0.076], [1.532, 1.084, -1.803], [-3.354, -0.539, 0.951], [-2.391, -2.012, 0.939], [-1.712, -0.557, 1.668]], "mulliken_charge": [-0.965, -0.492, 0.513, -0.375, 0.647, -0.889, -0.487, 0.288, 0.313, 0.260, 0.318, 0.300, 0.278, 0.291], "e_above_lowest_kcal_mol": 37.3, "mol_weight_g_mol": 97.1, "fmax_ev_per_a": 1.94, "e_homo_ev": -8.782, "total_energy_ha": -324.66505, "orbital_gap_ev": 9.5, "e_lumo_ev": 0.761, "smiles": "CC=C=NC(C)=O"}